69
Properties=species:S:1:pos:R:3:forces:R:3:mulliken_charge:R:1 method="wB97M-V/def2-TZVPD" lumo_energy_ev="-4.11 / -6.67" total_charge=+1 total_energy_ha=-6485.0016 spin_multiplicity=6 max_force_ha_per_bohr=0.0702 de_lowest_kcal_mol=38.7
Ir -0.158600 0.262700 -0.659200 0.2707 -0.1314 -1.2567 3.7295
Br 6.069300 -1.924900 -0.137900 -0.0955 0.0070 -0.0337 -0.1655
As -1.032000 2.632500 -0.475000 -0.2735 0.2605 0.1695 -0.0536
O 0.152100 -0.104200 -2.817600 -2.4546 1.7116 1.7199 -0.6283
O 1.786500 1.080000 0.031700 0.8301 -0.1577 0.7197 -1.6276
O 0.979800 -1.117300 -4.632600 -0.6775 0.2519 -0.5131 -0.6658
O 4.496500 1.896200 -0.197400 -0.1655 -0.6138 1.9812 -0.3437
O -1.737700 -1.236500 -0.206900 0.0322 0.1007 0.7671 -1.0628
N -0.072300 -0.399900 1.620500 -1.3681 0.4936 -2.4106 0.3939
N -1.151900 -1.070400 1.975500 2.1120 0.1323 2.9257 -0.8942
C 3.772500 2.277200 -1.346100 -0.5073 0.2577 -1.1370 -0.5010
C -4.045300 -2.699000 0.453800 0.1171 0.0786 0.0019 -0.3419
C 3.051300 0.362600 3.357800 -0.9136 -0.3360 -0.2938 -0.6869
C 0.978100 -0.787100 -3.472000 3.0911 -1.6181 0.1927 0.1332
C -1.991300 -1.440000 1.014900 -0.9702 -0.0001 -2.4649 0.3673
C -2.997400 2.850900 -0.322500 0.2205 -0.0376 -0.0148 -0.6059
C 2.117000 -1.688500 -1.356800 0.4436 -0.0235 -0.2122 -0.5662
C -3.225000 -2.119000 1.423800 -0.0664 -0.0625 0.0594 0.5416
C 4.619700 -1.226200 -2.492800 0.1043 0.0341 0.1099 -0.3887
C 3.264300 -1.942500 -0.620600 0.0621 0.0077 0.1521 -0.4979
C 2.232100 -1.185200 -2.644700 -1.0233 0.2913 -0.5288 0.1115
C 4.774000 1.384000 2.033400 0.2876 -0.3456 1.0153 -0.6709
C -5.605500 -3.323800 2.164700 0.1150 0.0359 0.0398 -0.3345
C 4.502800 -1.679400 -1.186600 0.0140 0.0195 0.0998 -0.1145
C -0.336100 3.559000 1.134600 -0.1377 -0.1395 -0.1768 -0.2962
C -3.600200 -2.157800 2.768600 0.1752 0.0457 -0.1016 -0.2278
C -1.002000 3.309400 -3.287000 0.0085 -0.1809 0.1253 -1.1635
C 3.938800 1.422100 0.922000 0.0485 0.3732 -1.5445 -0.1017
C -4.792000 -2.752000 3.135000 -0.0970 0.0159 0.0127 -0.7596
C 4.327900 0.885300 3.243600 0.9416 0.5005 -0.6229 -0.8306
C -3.477400 2.463900 1.072900 0.1710 0.0395 -0.1045 -1.1323
C 2.570900 0.943900 1.023200 -0.7243 0.1885 -0.7171 1.6895
C 3.472800 -0.979100 -3.227100 0.1017 -0.2064 0.3374 -0.7029
C -5.229600 -3.302500 0.828000 0.0244 0.0329 -0.0353 -0.6978
C 2.166600 0.352200 2.276900 -0.0855 0.0533 -0.2858 0.7688
C -0.557900 3.866400 -1.939200 -0.0435 -0.1517 0.0677 -0.5525
C 0.898500 -0.274200 2.471900 0.3616 -0.3494 1.4351 -1.3110
C -0.584800 5.062400 1.144200 -0.0213 -0.1535 -0.0693 -1.4360
H 4.525400 2.661000 -2.034800 -0.0954 -0.0261 0.1207 0.3021
H -0.537700 2.338900 -3.473000 -0.0792 -0.0053 -0.0693 0.2210
H -2.936700 -1.716400 3.495000 -0.0469 -0.0010 0.1798 0.4371
H 0.736100 3.354800 1.191400 -0.0583 -0.1040 -0.0902 0.2250
H -3.152100 3.199000 1.809300 -0.0181 -0.0748 0.0797 0.2603
H 5.592800 -1.063700 -2.927800 0.1381 0.0306 0.0044 0.4779
H -0.007800 5.553100 0.363100 -0.0433 0.0871 -0.0436 0.3203
H -3.459900 2.203100 -1.074200 0.2015 0.1109 0.0181 0.4710
H -3.081900 1.485000 1.354500 -0.0464 -0.0237 0.1079 0.1976
H 0.759500 -0.743300 3.446700 -0.1349 0.0362 0.0513 0.3608
H -4.563000 2.411000 1.110800 -0.0585 -0.0067 -0.0069 0.4156
H -3.268300 3.885600 -0.557100 0.1317 -0.1214 -0.0316 0.5151
H 3.537400 -0.626700 -4.245200 -0.0711 -0.0070 -0.0963 0.5006
H 5.780600 1.753100 1.913100 0.0954 0.0553 0.0194 0.5552
H -0.280800 5.488800 2.097600 0.0040 0.0547 0.0727 0.4338
H 4.986700 0.885300 4.096100 0.0831 -0.0008 0.0799 0.4550
H 1.145900 -1.936500 -0.935600 -0.0611 -0.0246 -0.0270 1.0707
H 2.724000 -0.056700 4.298300 -0.0149 -0.0439 0.0858 0.4806
H -5.866600 -3.750000 0.080400 -0.0228 -0.0493 -0.0523 0.4207
H 3.245300 1.439700 -1.808000 0.1405 0.0286 0.1478 0.1015
H 0.527100 4.007800 -1.925700 -0.0858 0.0117 0.1278 0.3007
H -3.731700 -2.674600 -0.577800 -0.0281 0.0149 -0.1273 0.4596
H -6.531900 -3.796500 2.450600 -0.1081 -0.0361 0.0450 0.4141
H -0.719700 3.984000 -4.094300 -0.0377 0.0238 0.0049 0.3878
H 3.054500 3.064600 -1.102500 0.0827 -0.0814 0.0153 0.3033
H -2.085700 3.181800 -3.308300 0.0192 -0.0152 -0.1108 0.3162
H -5.096800 -2.766900 4.171800 0.0304 -0.0225 0.0286 0.3992
H -0.797000 3.082300 2.004500 0.0157 -0.0588 -0.1144 0.4796
H -1.639600 5.292300 0.995200 -0.0295 0.0729 -0.0079 0.3121
H 3.196800 -2.341100 0.381500 0.0592 -0.0719 0.0756 0.5464
H -1.038700 4.831000 -1.738200 0.1310 -0.1767 0.1041 0.4854